DFT (wB97M-V/def2-TZVPD) results for an isolated molecule of C7H11NO2 in a non-equilibrium geometry.

For the lowest unoccupied orbital energy (alpha / beta), the calculation gives 0.61 / 0.61 eV. The calculation puts the frontier orbital gap (alpha / beta) at 6.60 / 6.65 eV. For the highest occupied orbital energy (alpha / beta), the calculation gives -0.2200 / -0.2219 Ha. As for the energy relative to the best compared isomer or geometry (same formula, charge and spin): 164.23 kcal/mol. The calculation puts the total energy at -478.33507 hartree.

Geometry as ORCA input:
```
! RIJCOSX wB97M-V def2-TZVPD def2/J DEFGRID3
* xyz 0 1
C -1.218 0.757 0.357
C 0.907 -0.415 1.003
C 0.114 -2.351 -0.721
C -0.193 -1.416 0.203
C 1.021 1.135 0.667
C -2.604 1.438 0.636
C 2.295 0.535 -1.276
N -1.289 -0.559 0.175
O -0.252 1.627 0.388
O 1.874 1.483 -0.283
H 0.545 -0.428 1.934
H 1.975 -0.767 1.118
H 0.968 -2.987 -0.434
H -0.577 -2.840 -1.417
H -3.224 1.466 -0.207
H -2.997 0.987 1.488
H -2.406 2.467 0.806
H 1.464 -0.080 -1.924
H 2.928 -0.207 -0.906
H 2.932 1.029 -1.969
H -2.260 -0.874 0.364
*
```